Computed, not measured: an isolated ion of composition C7H13N4O2 and charge +1 in a non-equilibrium geometry, with wB97M-V/def2-TZVPD.

Output
HOMO-LUMO gap	0.363	Eh
relative energy (zero: lowest compared OMol25 entry of this formula, charge and spin)	21.0	kcal/mol
SMILES string	CC[C@@]1(C(=[NH2+])O)NCN=C1C(N)=O
E_HOMO	-13.682	eV
LUMO level	-3.79	eV
total energy	-643.76071	hartree

Geometry as ORCA input:
```
! wB97M-V def2-TZVPD RIJCOSX def2/J DEFGRID3
* xyz 1 1
C -0.72230 2.36857 -0.77659
C -0.13561 1.36489 0.22089
C 0.02742 -0.07447 -0.41404
C -1.13120 -0.69608 -0.91105
N -2.29085 -0.60464 -0.22973
O -1.14247 -1.38059 -2.01985
N 1.14216 -0.27555 -1.28048
C 2.00314 -1.45626 -0.75157
N 1.67796 -1.66280 0.56739
C 0.59534 -1.21915 0.95702
C -0.23062 -1.34778 2.24518
N 0.35065 -2.20247 3.05970
O -1.22428 -0.73157 2.39120
H -0.23317 2.52865 -1.71917
H -0.68814 3.29585 -0.29978
H -1.80422 2.29125 -0.98660
H -0.74844 1.25591 1.10733
H 0.78642 1.66424 0.41860
H -2.24662 0.02255 0.60737
H -3.19122 -0.61967 -0.59106
H -0.37267 -1.02522 -2.51898
H 1.74208 0.58702 -1.16409
H 3.00363 -1.24491 -1.01938
H 1.84228 -2.45767 -1.19701
H 1.26535 -2.77038 2.90260
H -0.06676 -2.46118 3.86417
*
```

---

Computed, not measured: a 2-piece molecular cluster, C23H42ClF3N2O9S4 overall in a non-equilibrium geometry, with wB97M-V/def2-TZVPD.

Output
HOMO-LUMO gap	0.101	Eh
E_HOMO	-5.349	eV
LUMO level	-2.60	eV
total energy	-4040.56360	hartree

Geometry as ORCA input:
```
! wB97M-V def2-TZVPD RIJCOSX def2/J DEFGRID3
* xyz 0 1
C -0.49330 2.73987 5.44802
C -1.79356 1.99701 5.77130
O -2.32648 1.30558 4.61148
C -3.22721 2.02511 3.90932
O -4.34913 2.16053 4.25512
C -2.69718 2.61932 2.62465
C -3.64557 2.30923 1.44268
C -2.96822 1.41270 0.38094
C -1.86629 2.09500 -0.34377
N -1.97117 3.16527 -1.10664
S -3.45840 3.93134 -1.46584
C -0.67009 3.68989 -1.59913
N -0.89453 4.18650 -2.96956
C -0.29947 4.93177 -0.73973
S 0.52973 4.77186 0.85763
O 1.60313 5.72319 0.85161
O -0.48923 4.84060 1.86636
C 0.31465 2.49527 -1.67670
C -0.07736 1.59411 -2.85852
C 0.51091 0.16422 -2.79107
C -0.56470 -0.93835 -2.66040
C -0.47436 -1.75319 -1.36056
O -0.15186 -3.07270 -1.65429
C 0.01970 -3.82210 -0.44482
C 1.79786 2.89175 -1.55845
C 2.71542 2.66607 -2.77421
C 3.59741 1.39487 -2.69027
C 5.07526 1.68501 -2.39697
S 5.38611 2.30225 -0.75586
O 6.77675 2.16729 -0.48033
O 4.42015 1.71886 0.12528
Cl 4.98907 4.29730 -0.84764
S -0.29433 1.50840 -0.19462
H 0.30384 2.40931 6.11043
H -0.62234 3.81535 5.54691
H -0.18381 2.51313 4.42827
H -1.65194 1.22742 6.52349
H -2.54567 2.69366 6.14149
H -1.71413 2.18557 2.44564
H -2.59225 3.69314 2.77112
H -4.52879 1.77978 1.79466
H -4.00289 3.24097 1.01126
H -3.70893 1.05313 -0.33824
H -2.55573 0.55268 0.90992
H -3.39473 3.70937 -2.78765
H -1.31743 5.11079 -2.92081
H 0.02063 4.36100 -3.37886
H 0.29158 5.63017 -1.32611
H -1.23272 5.43170 -0.47082
H 1.08628 3.54084 0.85846
H -1.16253 1.51311 -2.90736
H 0.22409 2.05709 -3.79554
H 1.21345 0.05910 -1.96299
H 1.09026 -0.00507 -3.69874
H -0.41982 -1.66334 -3.45945
H -1.56465 -0.50839 -2.72812
H 0.25742 -1.30983 -0.66540
H -1.44109 -1.72159 -0.82797
H 0.92837 -3.47786 0.06280
H -0.84543 -3.68738 0.20521
H 0.13810 -4.87606 -0.67147
H 2.23147 2.34639 -0.71762
H 1.87278 3.94549 -1.28945
H 2.18818 2.71525 -3.72502
H 3.39747 3.51477 -2.78160
H 3.55843 0.89237 -3.65543
H 3.24590 0.73512 -1.90108
H 5.48202 2.38004 -3.13160
H 5.65931 0.76585 -2.44705
C 0.17070 -9.66772 -0.26722
C -1.17587 -9.03186 0.06558
O -1.35742 -8.64105 1.40242
C -0.78854 -7.35155 1.82032
O -1.02074 -6.35376 1.02532
C 0.73567 -7.48436 2.12344
F 1.09065 -8.67206 2.68331
F 1.09727 -6.53791 3.02749
F 1.55399 -7.30852 1.06550
H 0.47434 -10.35645 0.52208
H 0.09539 -10.21918 -1.20909
H 0.95466 -8.92408 -0.38915
H -1.94982 -9.78817 -0.10689
H -1.39298 -8.19754 -0.61095
H -1.21572 -7.29269 2.85152
*
```

---

Computed, not measured: C57H47CoNP3S2Si as an isolated structure, with wB97M-V/def2-TZVPD.

Output
HOMO-LUMO gap (spin up / spin down)	0.243 / 0.219	Eh
relative energy (zero: lowest compared OMol25 entry of this formula, charge and spin)	22.9	kcal/mol
⟨S²⟩	3.972
E_HOMO (spin up / spin down)	-8.833 / -9.461	eV
LUMO level (spin up / spin down)	-2.22 / -3.49	eV
total energy	-5747.47158	hartree

Geometry as ORCA input:
```
! wB97M-V def2-TZVPD RIJCOSX def2/J DEFGRID3
* xyz 1 4
Co 0.13740 -0.16247 0.13437
C -5.88665 -1.58708 0.95510
C -4.72675 -1.57076 1.71255
C -3.55476 -1.07755 1.15988
C -3.52239 -0.57465 -0.13536
C -4.68651 -0.63483 -0.90320
C -5.85835 -1.13166 -0.35639
P -1.93033 0.06756 -0.78565
C -2.18971 -0.45767 -2.51827
C -2.50490 0.36119 -3.59291
C -2.65750 -0.18433 -4.86219
C -2.48760 -1.54219 -5.06855
C -2.19634 -2.37439 -3.99414
C -2.05499 -1.83337 -2.72849
C -2.14110 1.89205 -0.75524
C -3.33629 2.47244 -1.18107
C -3.50178 3.84799 -1.16589
C -2.47287 4.66253 -0.71717
C -1.28889 4.09149 -0.27547
C -1.09966 2.70817 -0.28012
Si 0.58803 2.04353 0.36799
C 0.79974 2.50833 2.18909
C 1.21712 3.75596 2.65059
C 1.34838 4.00500 4.00858
C 1.06254 3.00814 4.93059
C 0.61647 1.77261 4.49223
C 0.49398 1.51694 3.12746
P -0.37047 0.03172 2.50802
C 0.36490 -1.51552 3.14786
C 1.24458 -1.63241 4.21633
C 1.65238 -2.88796 4.64763
C 1.17023 -4.03231 4.03235
C 0.30021 -3.92780 2.95130
C -0.08169 -2.67177 2.50193
C -1.83213 0.17094 3.60877
C -2.59844 1.33272 3.49222
C -3.74806 1.48844 4.24450
C -4.14944 0.48383 5.11700
C -3.39636 -0.67323 5.23296
C -2.24227 -0.83662 4.47584
C 1.92255 2.75231 -0.76772
C 2.79736 3.79914 -0.48840
C 3.70259 4.23244 -1.44683
C 3.76756 3.60536 -2.68264
C 2.93870 2.52886 -2.96106
C 2.01946 2.10469 -2.00488
P 0.92665 0.66028 -2.23558
C 0.88223 0.59265 -4.06417
C 1.45970 -0.38683 -4.85984
C 1.45155 -0.24192 -6.24245
C 0.87586 0.87392 -6.82875
C 0.29638 1.85612 -6.03442
C 0.29453 1.71076 -4.65992
C 1.95650 -0.70176 -1.71800
C 1.60155 -2.03014 -2.01996
C 2.32287 -3.12184 -1.62645
C 3.56823 -2.97158 -0.84539
C 4.04546 -1.54575 -0.50876
C 3.07489 -0.40594 -0.78967
H -6.80659 -1.97034 1.37710
H -4.72729 -1.94383 2.72896
H -2.64544 -1.09759 1.73165
H -4.67866 -0.31315 -1.93748
H -6.75690 -1.17369 -0.95874
H -2.64366 1.42371 -3.44223
H -2.89780 0.46076 -5.69733
H -2.59069 -1.95703 -6.06279
H -2.08411 -3.44051 -4.14717
H -1.84726 -2.47659 -1.87801
H -4.14858 1.84379 -1.52174
H -4.43462 4.28389 -1.49995
H -2.59627 5.73807 -0.70550
H -0.49328 4.73854 0.08124
H 1.43081 4.55336 1.94910
H 1.65880 4.98326 4.35292
H 1.16073 3.20131 5.99093
H 0.33382 1.01489 5.21325
H 1.61696 -0.74716 4.71534
H 2.33203 -2.97488 5.48551
H 1.46172 -5.00735 4.40379
H -0.10517 -4.82066 2.48777
H -0.76263 -2.58136 1.65816
H -2.28504 2.11204 2.80429
H -4.33707 2.39183 4.15273
H -5.05178 0.60304 5.70246
H -3.70550 -1.45467 5.91563
H -1.66375 -1.74650 4.57060
H 2.78114 4.27782 0.48213
H 4.36223 5.06337 -1.23058
H 4.47245 3.94586 -3.43008
H 3.01813 2.01452 -3.90992
H 1.93401 -1.25198 -4.41631
H 1.91692 -0.99523 -6.86516
H 0.88805 0.98814 -7.90487
H -0.14765 2.73326 -6.48768
H -0.13886 2.47671 -4.02435
H 0.72602 -2.18626 -2.64116
H 2.01475 -4.12254 -1.90463
H 4.37119 -3.60323 -1.22801
H 5.04856 -1.31597 -0.86625
H 3.60587 0.50208 -1.07198
S 2.30723 -0.11979 0.88041
C 3.89752 -1.88295 0.96969
N 3.43372 -3.28403 0.66074
C 4.31578 -4.33153 1.23548
C 5.64679 -3.68103 1.59617
S 5.22281 -1.96919 2.11080
H 2.46316 -3.44063 0.94575
H 4.43393 -5.13623 0.50979
H 3.84114 -4.72846 2.12819
H 6.33764 -3.64756 0.75466
H 6.13029 -4.17208 2.43655
*
```

---

Computed, not measured: C16H39Cr2O16S4 as an isolated structure in a non-equilibrium geometry, with wB97M-V/def2-TZVPD.

Output
HOMO-LUMO gap (spin up / spin down)	0.271 / 0.296	Eh
⟨S²⟩	20.060
E_HOMO (spin up / spin down)	-11.078 / -11.370	eV
LUMO level (spin up / spin down)	-3.72 / -3.31	eV
total energy	-5518.02643	hartree

Geometry as ORCA input:
```
! wB97M-V def2-TZVPD RIJCOSX def2/J DEFGRID3
* xyz 1 9
Cr -1.91087 -0.60182 1.08591
Cr -1.58834 1.28545 -1.61432
C -5.37895 1.10610 -0.36446
C -4.47087 0.01492 -1.02939
C -4.62180 -0.12923 -2.56122
O -3.14440 0.10718 -0.61682
H -6.40954 1.30101 -0.66109
H -4.92203 2.07083 -0.58498
H -5.41731 1.03639 0.72264
H -4.91723 -0.87857 -0.59288
H -5.64334 0.16355 -2.80376
H -4.43192 -1.18177 -2.77146
H -3.88380 0.36435 -3.19354
C 0.36373 -0.13659 -0.24537
O 0.21413 -1.05594 0.55465
O -0.10653 -0.20660 -1.35327
O -0.39273 0.70333 0.18849
O 3.67193 -2.57527 -2.67315
S 4.57035 -2.79313 -1.58712
O 5.17214 -4.13011 -1.31248
O 5.85131 -1.73984 -1.81823
C 7.02810 -2.06719 -2.47123
C 7.92083 -0.89937 -2.46458
C 3.96265 -1.97054 0.03529
H 6.92915 -2.63287 -3.39769
H 7.41800 -2.84202 -1.81115
H 7.78989 -0.38011 -1.51520
H 7.60010 -0.17170 -3.21005
H 8.96050 -1.13421 -2.69273
H 4.18995 -0.91910 -0.14052
H 4.37298 -2.43264 0.93317
H 2.90773 -1.74476 0.19101
O -2.75282 1.66334 2.02878
S -2.41189 2.92436 1.40581
O -2.08764 2.99082 -0.02183
O -3.58059 4.09219 1.79519
C -3.94660 4.38612 3.14595
C -5.38796 5.00150 3.06426
C -0.99763 3.62366 2.35553
H -3.23797 5.00922 3.69157
H -3.93502 3.49422 3.77243
H -5.93070 4.51909 2.25135
H -5.38218 6.08930 2.99527
H -5.86883 4.80765 4.02306
H -0.75544 4.66463 2.14148
H -0.03789 3.12475 2.22104
H -1.13716 3.50690 3.43023
O -1.04476 -0.28534 3.05405
S 0.01999 0.16823 3.96629
O -0.13190 1.41042 4.78857
O 0.38386 -1.20823 4.97288
C 1.37506 -1.21260 5.96204
C 0.93896 -2.27970 7.00600
C 1.57903 0.36804 3.05559
H 1.26436 -0.34029 6.60618
H 2.33115 -1.17633 5.43985
H 0.62500 -3.17192 6.46426
H 0.03553 -1.99492 7.54527
H 1.73144 -2.50244 7.72047
H 2.28160 0.75012 3.79621
H 1.38570 0.99553 2.18555
H 2.01294 -0.60010 2.80554
O -0.98141 0.12361 -6.28084
S -0.65310 -0.05754 -4.83952
O -1.25878 0.66705 -3.77824
O -0.88512 -1.62491 -4.44139
C -0.50534 -2.63764 -5.35349
C 0.03846 -3.80940 -4.58429
C 1.21898 0.13045 -4.82401
H 0.29439 -2.35247 -6.03702
H -1.44520 -2.83322 -5.86973
H -0.60500 -4.43991 -3.97068
H 0.83726 -3.44734 -3.93704
H 0.42122 -4.50455 -5.33153
H 1.49324 -0.36095 -5.75751
H 1.53348 -0.38018 -3.91382
H 1.47512 1.17923 -4.97417
*
```

---

Computed, not measured: one molecule with the formula C6H12O, with wB97M-V/def2-TZVPD.

Output
HOMO-LUMO gap	0.347	Eh
relative energy (zero: lowest compared OMol25 entry of this formula, charge and spin)	62.7	kcal/mol
E_HOMO	-8.325	eV
LUMO level	1.12	eV
total energy	-310.95928	hartree

Geometry as ORCA input:
```
! wB97M-V def2-TZVPD RIJCOSX def2/J DEFGRID3
* xyz 0 1
C 1.14166 1.06366 2.21507
C 1.03287 0.47090 0.81015
C 1.73803 -0.89272 0.73364
C -0.41398 0.17490 0.48425
O -0.64284 0.62972 -0.72076
C -1.93044 0.29677 -1.27932
C -1.73330 -0.79652 -2.30882
H 2.19279 1.18293 2.50223
H 0.66237 2.04699 2.27277
H 0.65356 0.40791 2.94441
H 1.48519 1.15154 0.07230
H 1.28101 -1.59918 1.43551
H 2.79806 -0.78560 0.98871
H 1.67140 -1.32226 -0.27247
H -2.57508 -0.02172 -0.45610
H -2.31677 1.21624 -1.72877
H -1.28654 -1.67504 -1.83175
H -1.06749 -0.45986 -3.10938
H -2.69049 -1.08866 -2.75164
*
```

---

Computed, not measured: one molecule with the formula C4H6N2 in a non-equilibrium geometry, with wB97M-V/def2-TZVPD.

Output
HOMO-LUMO gap	0.356	Eh
relative energy (zero: lowest compared OMol25 entry of this formula, charge and spin)	162.5	kcal/mol
E_HOMO	-8.818	eV
LUMO level	0.87	eV
total energy	-265.27658	hartree

Geometry as ORCA input:
```
! wB97M-V def2-TZVPD RIJCOSX def2/J DEFGRID3
* xyz 0 1
N -0.74419 -0.02005 0.58840
N -0.12635 -0.96318 1.44150
C 0.03556 0.90268 -0.11245
C 1.27156 1.36804 -0.03859
C -1.04876 -0.43215 -0.74277
C -1.15480 -1.21431 -1.72763
H 0.85578 -1.11854 1.21792
H -0.20337 -0.61472 2.38925
H -0.71235 1.03304 -1.09853
H 1.90218 1.14979 0.81251
H 1.67500 1.99469 -0.81621
H -1.75027 -2.08530 -1.91338
*
```

---

Computed, not measured: C2H12N2O4 as an isolated structure in a non-equilibrium geometry, with wB97M-V/def2-TZVPD.

Output
HOMO-LUMO gap	0.216	Eh
relative energy (zero: lowest compared OMol25 entry of this formula, charge and spin)	185.6	kcal/mol
E_HOMO	-9.847	eV
LUMO level	-3.97	eV
total energy	-493.63039	hartree

Geometry as ORCA input:
```
! wB97M-V def2-TZVPD RIJCOSX def2/J DEFGRID3
* xyz 0 1
N 1.54482 -0.54398 -1.34016
C 1.06256 0.61415 -0.80178
C 0.35086 0.16865 0.61853
N 1.11046 -0.66800 1.41934
O -0.06091 1.23079 1.18395
H 2.34029 -0.43818 -1.95539
H 0.73117 -0.99774 -1.78418
H 0.29662 1.18256 -1.34689
H 1.87039 1.28599 -0.50970
H 0.91679 -1.61554 1.13522
H 0.75072 -0.57359 2.38297
H -0.48868 0.84459 2.15923
H -1.34251 0.53484 3.82149
O -0.81073 0.10259 3.14870
H -0.55314 -0.46283 0.23597
H -2.40760 1.33535 -1.92832
O -1.59531 1.13528 -1.47223
H -1.41712 -1.95141 -1.99543
H -1.42832 0.14692 -1.45973
O -0.87036 -1.33044 -1.51159
*
```

---

Computed, not measured: C22H18BrF6IrN4OS as an isolated structure in a non-equilibrium geometry, with wB97M-V/def2-TZVPD.

Output
HOMO-LUMO gap	0.257	Eh
relative energy (zero: lowest compared OMol25 entry of this formula, charge and spin)	0.0	kcal/mol
E_HOMO	-7.616	eV
LUMO level	-0.63	eV
total energy	-4819.22493	hartree

Geometry as ORCA input:
```
! wB97M-V def2-TZVPD RIJCOSX def2/J DEFGRID3
* xyz 0 1
Ir -0.45139 0.68063 -0.22389
C 2.48030 -0.38330 2.77758
C 1.44849 -0.33855 1.70138
N 0.56833 0.58994 1.58261
N 0.47248 1.59419 2.49193
C -0.41321 2.50652 2.16500
N -0.59962 3.51204 3.05033
S -1.39376 2.57704 0.70901
C 1.37827 -1.38195 0.65414
C 2.10669 -2.55751 0.73761
C 1.97971 -3.51511 -0.25423
C 1.11089 -3.28530 -1.30637
C 0.40685 -2.09449 -1.32976
N 0.54210 -1.16380 -0.38933
H 2.31189 0.43489 3.47008
H 3.46987 -0.27457 2.32889
H 2.45522 -1.32661 3.32574
H 0.08216 3.61572 3.78340
H -1.05536 4.34454 2.71977
H 2.77408 -2.70932 1.57301
H 2.55026 -4.43282 -0.20509
H 0.98155 -4.00431 -2.10206
H -0.29566 -1.86478 -2.12188
Br -2.53017 -1.08607 0.33543
C -3.07841 -1.06925 -1.49945
C -3.98678 -2.00637 -1.88640
C -4.52549 -1.93394 -3.18936
C -4.18289 -0.89910 -4.00772
C -3.24870 0.08734 -3.59947
C -2.95974 1.20320 -4.41550
C -2.10585 2.16854 -3.96659
C -1.43289 2.01335 -2.73599
C -1.59776 0.90418 -1.93316
C -2.60812 -0.02361 -2.33327
H -4.31137 -2.77393 -1.19711
H -5.24067 -2.67950 -3.50994
H -4.63880 -0.79978 -4.98549
H -3.46078 1.29408 -5.37170
H -1.91348 3.05035 -4.56600
H -0.73868 2.78360 -2.43143
C 1.65934 0.82329 -3.06548
C 2.11414 1.52143 -1.78220
O 1.24009 1.61874 -0.72836
C 2.49359 2.98886 -2.13943
F 3.28213 3.08727 -3.22374
F 1.39031 3.69929 -2.40839
F 3.12700 3.60051 -1.13184
C 3.40669 0.80426 -1.28977
F 3.71334 1.11350 -0.02512
F 3.25974 -0.53848 -1.32916
F 4.48151 1.08117 -2.04213
H 0.81190 1.35023 -3.48593
H 1.36108 -0.19637 -2.84180
H 2.47008 0.80102 -3.79262
*
```

---

What is the total energy in the eighth record?
-4819.22493 hartree

---

Which value of total energy does entry 4 give?
-5518.02643 hartree

---

Number 6 is which compound?
C4H6N2